A 2-piece molecular cluster, C3H6N3 overall, computed with ωB97M-V/def2-TZVPD.

Last column: Mulliken charge in e.
CARTESIAN COORDINATES (ANGSTROEM)
N: -0.07 1.36 -0.32  -0.39
N: 0.75 0.18 -0.57  -0.04
N: -1.44 -0.25 0.18  -0.10
C: -1.24 1.12 0.09  0.04
C: 1.16 -0.46 0.63  -0.25
C: -0.17 -0.83 -0.11  -0.18
H: -2.26 -0.73 0.17  0.21
H: -1.90 1.99 0.21  0.41
H: 1.04 0.19 1.46  0.26
H: 2.02 -1.11 0.59  0.30
H: -0.11 -1.80 -0.47  0.44
H: 2.21 0.33 -1.86  0.30

* charge: +1
* frontier orbital gap (spin up / spin down): 6.9 / 9.5 eV
* electronic energy: -7664.968 eV
* strongest force on any atom: 4.289 eV Å⁻¹



A 2-piece molecular cluster, C3H10NO3 overall, computed with ωB97M-V/def2-TZVPD.

Last column: Mulliken charge in e.
CARTESIAN COORDINATES (ANGSTROEM)
O: -1.09 -1.01 0.89  -0.62
O: 1.18 1.08 -0.79  -0.39
O: 0.89 -1.16 -0.86  -0.39
N: -1.02 0.23 -2.04  -0.68
C: 0.55 0.02 -0.41  0.35
C: -0.23 0.15 0.87  0.53
C: 0.78 0.09 1.98  -1.25
H: 0.37 -1.68 -0.23  0.41
H: -1.94 -0.95 1.31  0.35
H: 0.23 0.19 2.91  0.36
H: 1.26 -0.94 2.07  0.28
H: 1.55 0.80 2.11  0.40
H: -0.46 -0.24 -2.73  0.28
H: -0.80 1.14 1.05  0.39
H: -1.97 0.02 -2.31  0.24
H: -0.97 1.23 -2.14  0.27
H: 1.67 1.01 -1.69  0.46

* charge: +1
* frontier orbital gap: 11.6 eV
* electronic energy: -10898.229 eV
* strongest force on any atom: 3.520 eV Å⁻¹



A 8-piece molecular cluster, C28H64O12 overall, computed with ωB97M-V/def2-TZVPD.

Last column: Mulliken charge in e.
CARTESIAN COORDINATES (ANGSTROEM)
O: -1.46 3.39 -2.73  -0.25
O: -2.03 3.03 2.40  -0.04
O: -0.37 -1.69 -0.26  -0.15
O: -1.63 5.35 2.38  -0.64
O: 3.07 -4.35 -0.81  -0.46
O: -3.44 -1.40 2.93  -0.64
O: -4.63 -0.85 1.06  -0.32
O: 2.99 2.70 -0.11  -0.05
O: 0.96 -3.82 0.91  -0.41
O: 0.52 3.29 -3.86  -0.63
O: -0.81 -1.07 -3.00  -0.55
O: 4.75 1.44 -0.72  -0.66
C: 5.15 -4.49 0.51  -1.27
C: -3.87 -1.64 1.79  0.75
C: 0.31 -1.31 -3.67  0.41
C: -5.59 1.22 0.29  -1.10
C: -3.30 -2.77 0.94  -0.57
C: 1.91 -4.15 3.11  -1.43
C: -3.52 2.27 -3.50  -1.19
C: 1.22 -0.25 -3.23  -0.32
C: -2.03 4.28 1.86  0.50
C: -1.46 2.72 3.66  -0.26
C: -0.38 -5.05 2.35  -1.47
C: 4.33 -3.77 -0.62  0.57
C: 3.73 2.06 -0.98  0.58
C: 1.07 -4.71 1.97  0.83
C: 3.94 -2.39 -0.22  -0.90
C: -0.25 3.82 -3.04  0.82
C: -2.78 4.29 0.53  -0.47
C: -5.03 0.45 1.52  0.35
C: -1.78 1.30 4.08  -1.00
C: 3.26 2.57 1.28  -0.17
C: 2.47 3.70 1.87  -0.92
C: 0.17 4.93 -2.13  -0.90
C: -2.01 2.39 -3.61  0.19
C: 0.82 -2.73 -3.48  -1.39
C: -0.54 -0.63 0.63  1.54
C: 3.34 2.39 -2.38  -0.05
C: -1.36 0.46 -0.06  -0.77
C: 0.84 -0.16 0.95  -1.52
H: 5.93 -3.89 0.97  0.32
H: 2.37 1.88 -2.44  -0.47
H: -4.04 3.20 -3.76  0.38
H: 0.12 -1.11 -4.73  0.43
H: -4.12 0.89 1.91  -0.28
H: 1.43 -0.86 1.54  0.43
H: -0.66 -1.23 -2.06  0.05
H: -0.63 5.66 -2.06  0.33
H: -1.04 -1.04 1.51  0.00
H: 0.12 -2.37 0.20  0.11
H: -2.11 -0.05 -0.67  0.47
H: 1.39 3.56 1.90  -0.05
H: 3.12 -5.23 -1.18  0.21
H: 3.33 3.46 -2.59  0.24
H: -2.80 1.05 4.37  0.36
H: 1.58 -5.61 1.64  0.28
H: 0.27 4.50 -1.13  0.07
H: 2.54 4.71 1.46  0.35
H: 2.11 -0.36 -3.85  0.45
H: -0.84 -5.47 1.45  0.38
H: 0.85 0.76 -3.39  -0.12
H: -3.85 4.28 0.70  0.27
H: -1.60 1.42 -3.36  -0.07
H: 1.76 -3.96 0.39  -0.34
H: -4.98 0.99 -0.59  0.09
H: -6.60 0.84 0.15  0.42
H: -0.37 -5.83 3.10  0.45
H: 1.41 -2.89 -2.57  0.08
H: 1.48 -0.28 -2.17  -0.16
H: 3.27 -2.31 0.63  -0.04
H: -0.02 -3.42 -3.40  0.37
H: 4.38 -4.81 1.21  0.27
H: -0.81 1.15 -0.69  0.36
H: 1.31 -3.11 -4.37  0.50
H: -5.84 0.40 2.25  0.42
H: -2.75 -2.39 0.08  0.06
H: -0.40 2.92 3.52  0.25
H: -5.67 2.28 0.51  0.34
H: 4.31 2.74 1.50  0.37
H: 4.83 -1.84 0.08  0.49
H: 4.90 -3.71 -1.55  0.38
H: -1.28 1.29 5.05  0.46
H: -3.83 1.91 -2.51  -0.01
H: -2.68 -3.45 1.52  0.03
H: -1.86 1.01 0.73  -0.26
H: 2.09 -4.91 3.87  0.41
H: 1.36 -3.34 3.59  0.33
H: 0.91 0.80 1.45  0.17
H: -1.76 2.60 -4.65  0.53
H: 3.51 -1.79 -1.02  0.13
H: -4.00 1.52 -4.12  0.44
H: -4.20 -3.28 0.60  0.48
H: -2.58 5.19 -0.05  0.31
H: 1.44 0.02 0.06  -0.04
H: -1.50 0.56 3.34  0.04
H: 5.61 -5.42 0.15  0.38
H: 4.09 1.87 -2.97  0.33
H: 2.79 3.80 2.91  0.39
H: 2.95 1.57 1.57  0.20
H: -2.53 3.41 -0.07  -0.06
H: 2.88 -3.79 2.76  0.32
H: -0.85 -4.14 2.72  0.22
H: -1.91 3.39 4.39  0.34
H: 1.12 5.42 -2.37  0.34

* charge: 0
* frontier orbital gap: 9.8 eV
* SMILES: CCOC(C)=O.CCOC(C)=O.CCOC(C)=O.CCOC(C)=O.CC(C)O.CC(C)O.CC(C)O.CC(C)O
* electronic energy: -54643.849 eV
* strongest force on any atom: 4.406 eV Å⁻¹



An isolated ion of composition C6H13FNO and charge +1, computed with ωB97M-V/def2-TZVPD.

Last column: Mulliken charge in e.
CARTESIAN COORDINATES (ANGSTROEM)
F: 2.01 -1.71 -0.61  -0.30
O: -1.41 0.61 1.24  -0.38
N: 0.15 -0.44 -0.82  0.08
C: -0.63 -1.33 0.14  -0.45
C: -1.05 1.55 0.26  -0.59
C: 1.98 0.14 0.81  -0.96
C: 1.62 -0.42 -0.53  0.01
C: -1.82 -0.62 0.69  -0.46
C: -0.44 0.94 -1.00  -0.61
H: -2.61 -0.49 -0.06  0.34
H: 0.36 1.57 -1.35  0.31
H: 3.01 0.42 0.76  0.37
H: 1.42 1.03 1.07  0.24
H: -1.92 2.12 -0.05  0.33
H: 2.11 0.11 -1.33  0.43
H: 1.88 -0.59 1.59  0.37
H: 0.02 -1.70 0.91  0.27
H: 0.07 -0.90 -1.72  0.38
H: -0.36 2.24 0.71  0.45
H: -2.24 -1.20 1.49  0.40
H: -1.16 0.87 -1.79  0.45
H: -0.98 -2.19 -0.41  0.33

* charge: +1
* frontier orbital gap: 11.3 eV
* SMILES: C[C@@H](F)[NH+]1CCOCC1
* electronic energy: -12680.602 eV
* strongest force on any atom: 0.903 eV Å⁻¹



An isolated ion of composition C9H16NS2 and charge +1, computed with ωB97M-V/def2-TZVPD.

Last column: Mulliken charge in e.
CARTESIAN COORDINATES (ANGSTROEM)
S: 3.45 0.23 -0.03  0.10
S: 0.77 -1.43 -0.08  -0.13
N: 0.86 1.17 -0.46  0.22
C: -0.61 -0.64 -1.06  0.04
C: 1.70 0.01 -0.30  0.22
C: -2.55 -1.23 0.49  -0.60
C: 3.81 -1.37 0.52  -0.91
C: -2.67 0.29 0.73  -0.78
C: -1.88 -1.55 -0.91  -0.92
C: 1.46 2.43 -0.33  -1.13
C: -0.56 0.81 -0.51  -0.50
C: -1.26 0.91 0.90  -0.83
H: -1.69 -2.71 -1.03  0.28
H: -0.33 -0.67 -2.09  0.53
H: -1.10 1.57 -1.20  0.36
H: 3.23 -1.37 1.47  0.33
H: -1.71 -1.57 1.12  0.25
H: -3.32 0.27 1.52  0.45
H: 0.76 3.22 -0.15  0.40
H: 2.31 2.52 0.42  0.37
H: -0.72 0.34 1.66  0.42
H: -3.41 -1.74 0.74  0.49
H: -1.32 1.89 1.21  0.44
H: 3.70 -2.18 -0.22  0.33
H: -3.12 0.70 -0.15  0.36
H: 4.90 -1.43 0.73  0.38
H: 1.83 2.78 -1.24  0.46
H: -2.54 -1.25 -1.75  0.38

* charge: +1
* frontier orbital gap (spin up / spin down): 9.0 / 9.0 eV
* electronic energy: -32745.540 eV
* strongest force on any atom: 6.042 eV Å⁻¹